Entry 1:
Entry from the OMol25 dataset: 6 unconnected molecules or ions with the total composition C56H71F40N3O8PS (the ωB97M-V functional and the def2-TZVPD basis).

LUMO	-2.6	eV
E_tot	-7676.60181	a.u.
total charge	+1
orbital gap	9.15	eV
HOMO level	-11.8	eV

Each line ends with the Löwdin charge.
Atoms and positions in Å:
C 6.41748 2.78461 2.75260  -0.103
C 7.33744 2.69938 1.51283  -0.238
C 6.62184 2.36154 0.18501  -0.221
C 7.06178 1.03011 -0.46777  -0.193
C 6.11263 -0.15983 -0.22047  -0.199
C 5.27644 -0.55109 -1.44485  -0.202
C 4.08593 0.38837 -1.62671  -0.223
C 3.37542 0.23346 -2.97210  -0.185
C 1.90880 0.72215 -2.96768  -0.169
C 1.51481 1.73874 -4.04307  -0.155
C 1.94281 3.22281 -3.91783  -0.469
P 3.71715 3.46754 -4.40391  0.514
S 4.92820 3.96067 -2.95856  0.290
C 1.07044 4.05743 -4.92202  -0.313
N 1.45706 3.93338 -6.30159  0.067
C 0.96451 5.51374 -4.27484  -0.152
C 1.43822 6.63603 -5.18820  -0.093
C 1.52456 8.01227 -4.57446  -0.248
C 0.40665 8.64318 -4.05566  -0.045
C 0.51209 9.89009 -3.45603  -0.025
C 1.73773 10.54644 -3.36304  -0.269
C 1.85460 11.88991 -2.69896  -0.038
C 2.84952 9.92241 -3.91397  -0.033
C 2.74677 8.67443 -4.51030  -0.041
N 1.77082 5.37237 -2.99240  0.033
C 1.56791 6.35416 -1.91871  -0.202
C 2.66180 7.06125 -1.44285  0.019
C 2.42384 7.98229 -0.41737  -0.094
N 1.22676 8.19248 0.12160  0.095
C 0.19799 7.49398 -0.34538  -0.106
C 0.30556 6.55868 -1.37824  -0.011
C 1.57692 3.92250 -2.60567  -0.176
C 2.18010 3.50152 -1.25659  -0.167
O 1.24717 2.81693 -0.45737  -0.079
C 0.30525 3.61513 0.21626  -0.253
O -0.28214 2.78736 1.15724  -0.076
C -1.69588 2.83538 1.23500  -0.174
C -2.13214 2.09760 2.49993  -0.208
O -3.18087 2.77118 3.18522  -0.059
H 5.36775 2.64449 2.48428  0.057
H 6.66929 2.02502 3.49392  0.066
H 6.49879 3.75014 3.25388  0.063
H 8.11031 1.95472 1.71206  0.095
H 7.86634 3.64927 1.41229  0.097
H 6.80561 3.17030 -0.52760  0.077
H 5.54661 2.32337 0.37947  0.082
H 7.19505 1.18312 -1.54266  0.102
H 8.05225 0.77986 -0.07886  0.102
H 5.42451 0.12217 0.58733  0.109
H 6.66413 -1.02472 0.15099  0.106
H 5.91011 -0.48645 -2.33441  0.115
H 4.91641 -1.57551 -1.32415  0.110
H 4.45560 1.41242 -1.49792  0.060
H 3.37070 0.21286 -0.81426  0.126
H 3.38301 -0.83574 -3.19987  0.102
H 3.96467 0.70640 -3.76467  0.083
H 1.27198 -0.14569 -3.14998  0.104
H 1.64888 1.06720 -1.96960  0.094
H 0.42219 1.73066 -4.12500  0.123
H 1.88234 1.38676 -5.01154  0.119
H 4.04148 2.36212 -5.19512  0.015
H 3.68340 4.51387 -5.33730  -0.022
H 0.06025 3.64480 -4.88513  0.148
H 2.26653 4.45527 -6.59161  0.049
H 0.69808 4.08775 -6.94647  0.100
H -0.07658 5.66810 -3.99378  0.148
H 0.72845 6.66091 -6.02219  0.141
H 2.40727 6.38282 -5.62824  0.104
H -0.56671 8.16342 -4.11019  0.121
H -0.37796 10.35664 -3.04759  0.119
H 1.98382 12.68884 -3.42851  0.090
H 2.70449 11.90141 -2.01349  0.084
H 0.96480 12.09566 -2.10224  0.080
H 3.81724 10.41049 -3.87102  0.122
H 3.63538 8.20592 -4.92511  0.117
H 2.75102 5.48963 -3.28235  0.103
H 3.65837 6.91647 -1.84333  0.119
H 3.25309 8.56324 -0.02640  0.121
H -0.76889 7.68275 0.10837  0.120
H -0.57168 6.02901 -1.73365  0.120
H 0.48837 3.80033 -2.53770  0.168
H 2.98866 2.80341 -1.43976  0.064
H 2.61559 4.35149 -0.72122  0.130
H -0.44907 4.01874 -0.48019  0.119
H 0.82011 4.45123 0.71321  0.147
H -2.13891 2.37740 0.33967  0.132
H -2.06626 3.86627 1.29856  0.131
H -2.44275 1.07622 2.25973  0.116
H -1.29070 2.05114 3.18789  0.118
H -3.94535 2.80285 2.60108  0.072
C 2.76121 -6.73267 -3.42410  -0.038
C 2.28665 -6.71343 -4.88119  -0.439
C 3.07192 -5.85101 -5.87358  -0.303
F 2.99647 -4.54537 -5.53072  0.088
F 2.52759 -5.99670 -7.09990  0.103
F 0.97569 -6.40197 -4.94658  0.139
F 2.44101 -7.99012 -5.33755  0.108
O 2.05412 -5.90534 -2.51531  0.064
C 2.40293 -4.61761 -2.27985  -0.555
C 1.25419 -3.65506 -2.60932  -0.269
F 0.91718 -3.73693 -3.90843  0.107
F 1.68177 -2.38608 -2.36936  0.076
F 3.53114 -4.24798 -2.91157  0.150
F 2.62609 -4.47531 -0.94831  0.136
H 2.55570 -7.74112 -3.08029  0.125
H 3.83924 -6.58760 -3.35306  0.147
H 4.11963 -6.15977 -5.90821  0.175
H 0.38260 -3.87302 -1.99081  0.177
C -7.47877 1.76267 2.70878  -0.046
C -7.39636 3.17738 3.29789  -0.440
C -6.55044 3.36574 4.55920  -0.309
F -7.05832 2.65063 5.58047  0.105
F -6.56162 4.67235 4.89914  0.107
F -8.62665 3.68423 3.47992  0.150
F -6.75887 3.93275 2.34379  0.087
O -8.63576 1.01596 3.00935  0.058
C -8.70876 0.19375 4.09525  -0.541
C -9.86343 0.58099 5.02980  -0.284
F -9.68363 1.83003 5.49325  0.111
F -9.86224 -0.27851 6.07212  0.103
F -7.54367 0.11154 4.75870  0.155
F -9.00143 -1.05318 3.64527  0.131
H -7.53274 1.91889 1.63223  0.149
H -6.56660 1.19955 2.91353  0.145
H -5.51502 3.05705 4.38395  0.156
H -10.81458 0.51554 4.49793  0.180
C -0.14051 -0.79329 3.89902  -0.041
C 0.69580 -1.17094 5.12767  -0.442
C 1.38170 -2.54106 5.12610  -0.310
F 0.46588 -3.52895 5.08938  0.098
F 2.09966 -2.66023 6.26197  0.106
F -0.02829 -1.01959 6.25111  0.147
F 1.72478 -0.27018 5.15718  0.100
O -1.54174 -0.95022 4.01097  0.040
C -2.16323 -2.11344 3.66134  -0.545
C -2.92603 -2.72709 4.84338  -0.287
F -2.07011 -3.01324 5.84005  0.109
F -3.50776 -3.87011 4.42378  0.106
F -1.32555 -3.00106 3.10327  0.156
F -3.09871 -1.80155 2.72486  0.128
H 0.00394 0.28046 3.79524  0.132
H 0.25126 -1.25859 2.99416  0.150
H 2.05374 -2.63288 4.26837  0.173
H -3.68862 -2.03151 5.19893  0.176
C 4.40764 -10.68316 1.12707  -0.033
C 5.84470 -11.12959 1.42551  -0.446
C 6.90689 -10.03616 1.57856  -0.309
F 7.04601 -9.34902 0.42511  0.094
F 8.08623 -10.61881 1.87423  0.106
F 6.25046 -12.03895 0.51944  0.144
F 5.79500 -11.73606 2.64723  0.105
O 3.99004 -10.76572 -0.22288  0.061
C 4.13316 -9.74297 -1.10024  -0.546
C 4.96805 -10.14621 -2.32414  -0.277
F 6.20871 -10.49463 -1.95255  0.115
F 5.04944 -9.06893 -3.14831  0.085
F 4.61173 -8.62048 -0.53469  0.152
F 2.90028 -9.43652 -1.59218  0.125
H 3.78156 -11.40798 1.64377  0.151
H 4.19867 -9.70473 1.56000  0.149
H 6.63749 -9.34723 2.38341  0.173
H 4.48922 -10.97274 -2.85118  0.179
C -11.20694 -5.79027 2.55865  -0.042
C -10.49680 -6.91229 3.32634  -0.444
C -11.30945 -7.68147 4.37292  -0.309
F -11.70046 -6.85993 5.36632  0.099
F -10.52582 -8.64767 4.89813  0.102
F -9.35432 -6.45676 3.87546  0.141
F -10.17002 -7.85007 2.38621  0.098
O -10.97021 -4.47017 3.00195  0.053
C -11.76069 -3.85877 3.92961  -0.545
C -10.95271 -3.41048 5.15393  -0.290
F -10.38460 -4.47204 5.75586  0.108
F -11.79673 -2.81607 6.02678  0.101
F -12.81805 -4.60720 4.28375  0.156
F -12.24150 -2.72042 3.36823  0.136
H -10.76630 -5.82199 1.56369  0.149
H -12.27118 -6.00028 2.44978  0.148
H -12.18677 -8.14519 3.91440  0.173
H -10.17934 -2.70522 4.85199  0.149

Entry 2:
Entry from the OMol25 dataset: a single C6H8N2O molecule in a non-equilibrium geometry (the ωB97M-V functional and the def2-TZVPD basis).

structure (SMILES)	CC(=O)Nc1ccc[nH]1
LUMO	0.4	eV
E_tot	-417.95929	a.u.
energy relative to the best compared isomer or geometry (same formula, charge and spin)	140.56	kcal per mole
orbital gap	8.11	eV
HOMO level	-7.7	eV

Each line ends with the Löwdin charge.
Atoms and positions in Å:
C 1.55903 2.62411 -0.80149  -0.057
C 1.22990 1.39456 0.06914  -0.517
O 1.72716 1.07730 1.09958  0.112
N -0.14010 0.87876 -0.34357  0.049
C -0.52345 -0.46131 0.02423  -0.324
C -0.31341 -1.19839 1.22279  -0.012
C -0.92813 -2.40323 1.08409  -0.087
C -1.50242 -2.42004 -0.17119  -0.073
N -1.26185 -1.16407 -0.77494  0.137
H 0.96403 3.54794 -0.53517  0.077
H 1.53504 2.05329 -2.00264  0.162
H 2.78373 2.77800 -0.55888  0.129
H -0.96026 1.55201 0.27888  0.236
H 0.17539 -0.86027 1.88382  -0.008
H -0.87039 -3.01244 1.80371  0.032
H -1.98917 -3.37958 -0.75178  0.156
H -1.48510 -1.00666 -1.52657  -0.012

Entry 3:
Entry from the OMol25 dataset: a molecular structure, C45H41N8O9S2Sc (the ωB97M-V functional and the def2-TZVPD basis).

LUMO	3.2	eV
E_tot	-4411.73939	a.u.
total charge	-2
energy relative to the best compared isomer or geometry (same formula, charge and spin)	43.36	kcal per mole
orbital gap	5.78	eV
HOMO level	-2.6	eV

Each line ends with the Löwdin charge.
Atoms and positions in Å:
Sc 0.74834 -0.14619 0.02656  0.981
C -2.47821 -0.44355 -1.35437  -0.106
N -1.20199 -0.50296 -2.08005  -0.150
C -1.32074 0.44892 -3.22503  -0.149
C -0.12912 1.34474 -3.51785  -0.246
N 0.29304 2.03624 -2.31941  -0.185
C -0.69504 3.02548 -1.87622  -0.072
C 1.62774 2.52043 -2.30901  -0.299
C 2.34646 2.76395 -3.47441  -0.039
C 3.66622 3.19852 -3.42202  -0.114
C 4.27177 3.40353 -2.19322  -0.114
C 3.56213 3.16132 -1.02524  -0.122
C 2.24378 2.71020 -1.05529  -0.581
S 1.38406 2.35975 0.44184  0.691
C -0.86985 -1.83448 -2.52513  -0.288
C -1.84467 -2.81736 -2.64719  -0.040
C -1.52059 -4.11479 -3.02787  -0.105
C -0.20093 -4.43079 -3.31030  -0.116
C 0.77688 -3.45616 -3.19090  -0.133
C 0.48025 -2.14674 -2.78985  -0.595
S 1.78101 -1.00785 -2.54019  0.707
H -3.33911 -0.55379 -2.02986  0.091
H -2.54379 0.51838 -0.85270  0.052
H -2.51531 -1.22001 -0.59939  0.046
H -2.17516 1.08949 -3.00115  0.106
H -1.57619 -0.11134 -4.13285  0.130
H -0.44659 2.05391 -4.30655  0.119
H 0.69896 0.75460 -3.89477  0.045
H -1.08082 3.58683 -2.74100  0.092
H -0.24006 3.71966 -1.17600  0.060
H -1.52076 2.54701 -1.35448  0.061
H 1.87967 2.60367 -4.43686  0.099
H 4.21387 3.36540 -4.34183  0.085
H 5.30296 3.73150 -2.13772  0.089
H 4.03748 3.27541 -0.05854  0.095
H -2.87393 -2.58310 -2.41397  0.103
H -2.29692 -4.86784 -3.09044  0.093
H 0.07235 -5.43925 -3.59755  0.093
H 1.81705 -3.69955 -3.37031  0.095
C 4.40893 -0.44669 -0.39399  -0.050
C 4.58287 0.30829 0.88984  -0.202
C 5.79109 0.95582 1.13191  -0.076
C 5.99061 1.71528 2.27120  -0.114
C 4.94631 1.85471 3.17072  -0.070
C 3.72489 1.22703 2.96224  -0.208
C 2.59471 1.50289 3.91244  -0.038
C 3.55275 0.40359 1.83218  -0.207
N 2.29595 -0.21879 1.62994  -0.030
C 1.84481 -1.01441 2.60497  -0.524
O 2.48358 -1.62823 3.46111  0.039
C 0.32726 -1.04659 2.71228  -0.210
C -0.26027 -1.95657 3.56096  -0.005
C -1.62125 -1.84434 3.81198  -0.043
C -2.29171 -0.75584 3.30849  -0.009
C -1.63814 0.14316 2.46018  -0.131
N -0.36362 -0.05796 2.09077  0.099
C -2.41812 1.43009 2.17748  -0.524
O -2.93815 1.88942 3.21843  -0.021
N -2.50406 1.84963 0.94469  0.110
C -3.26571 3.01117 0.72279  -0.206
C -2.79214 4.28598 1.10008  -0.207
C -1.53224 4.41015 1.90138  -0.047
C -3.50024 5.41918 0.72692  -0.077
C -4.68385 5.33194 0.00644  -0.126
C -5.17564 4.08022 -0.31515  -0.089
C -4.49356 2.92082 0.04431  -0.210
C -5.12299 1.58693 -0.26461  -0.051
H 5.29724 -0.33844 -1.01719  0.079
H 4.21643 -1.50631 -0.23151  0.067
H 3.56933 -0.05336 -0.97284  0.004
H 6.57968 0.86757 0.39262  0.098
H 6.93620 2.21679 2.44120  0.085
H 5.06199 2.48724 4.04427  0.097
H 2.80706 2.39980 4.49536  0.073
H 1.66679 1.66783 3.36149  0.063
H 2.43450 0.66897 4.59840  0.080
H 0.36900 -2.70316 4.02423  0.118
H -2.12979 -2.56298 4.44426  0.108
H -3.31853 -0.54644 3.56797  0.120
H -0.71710 3.86182 1.43072  0.018
H -1.23861 5.45697 2.00124  0.069
H -1.67778 3.97916 2.89403  0.075
H -3.10999 6.39177 1.00958  0.094
H -5.22039 6.22750 -0.28430  0.081
H -6.12004 3.98801 -0.84358  0.097
H -6.16500 1.57820 0.06431  0.072
H -5.11668 1.37718 -1.33764  0.072
H -4.59748 0.78041 0.24008  0.062
O 0.77874 -8.13014 0.29816  0.055
N -0.30271 -7.60032 0.49226  -0.364
O -1.32943 -8.21862 0.72483  0.049
C -0.36403 -6.15158 0.48719  -0.144
C -1.56312 -5.51735 0.75471  0.076
C -1.64152 -4.14680 0.72135  -0.033
C -0.52083 -3.28919 0.38676  -0.249
O -0.58906 -2.04778 0.29187  -0.067
C 0.70196 -4.04733 0.21377  -0.033
C 0.78111 -5.41483 0.24080  0.088
N 1.95843 -3.34920 0.01004  -0.270
O 1.94612 -2.13109 -0.08281  -0.136
O 2.98618 -4.00100 -0.07508  0.079
N -2.95509 -3.59626 1.07043  -0.320
O -3.20569 -2.44820 0.77771  0.079
O -3.77229 -4.35990 1.56956  0.044
H -2.44325 -6.09248 0.99442  0.128
H 1.73138 -5.89652 0.07250  0.133

Entry 4:
Entry from the OMol25 dataset: 7 unconnected molecules or ions with the total composition H14O7 in a non-equilibrium geometry (the ωB97M-V functional and the def2-TZVPD basis).

LUMO (alpha / beta)	-3.5 / -11.2	eV
E_tot	-534.65910	a.u.
total charge	+1
energy relative to the best compared isomer or geometry (same formula, charge and spin)	27.51	kcal per mole
orbital gap (alpha / beta)	10.24 / 2.54	eV
HOMO level (alpha / beta)	-13.8 / -13.8	eV
expectation value of S²	0.76
spin multiplicity	2

Each line ends with the Löwdin charge.
Atoms and positions in Å:
O 5.05947 -5.03650 -9.29032  0.319
H 5.04071 -5.77906 -8.68660  0.050
H 4.73813 -4.29821 -8.77273  0.086
O 2.15465 -4.93978 -5.59939  -0.038
H 2.30832 -5.32505 -4.73673  0.047
H 1.36237 -5.37241 -5.91775  0.047
O 4.57412 -3.34219 -6.68724  -0.025
H 5.15416 -2.61045 -6.89781  0.058
H 4.92692 -3.70154 -5.87322  0.048
O 2.62691 -9.89428 -5.29500  -0.060
H 1.98863 -10.60264 -5.37897  0.035
H 2.92586 -9.73328 -6.18995  -0.033
O 7.26770 -7.34684 -7.17651  0.175
H 6.39125 -7.40372 -7.55708  0.035
H 7.11503 -7.22741 -6.23914  0.090
O 4.39038 -6.84208 -7.06902  -0.014
H 4.14884 -6.20548 -6.39624  0.041
H 3.55710 -7.21500 -7.35676  0.063
O 3.40597 -9.83968 -8.14103  -0.035
H 3.36510 -10.72034 -8.51385  0.063
H 3.07131 -9.27007 -8.83370  0.046

Question: The highest E_tot belongs to which entry?
Answer: C6H8N2O

Question: Number 1 is which compound?
Answer: C56H71F40N3O8PS

Please write out number 2 again, unchanged.
Entry from the OMol25 dataset: a single C6H8N2O molecule in a non-equilibrium geometry (the ωB97M-V functional and the def2-TZVPD basis).

structure (SMILES)	CC(=O)Nc1ccc[nH]1
LUMO	0.4	eV
E_tot	-417.95929	a.u.
energy relative to the best compared isomer or geometry (same formula, charge and spin)	140.56	kcal per mole
orbital gap	8.11	eV
HOMO level	-7.7	eV

Each line ends with the Löwdin charge.
Atoms and positions in Å:
C 1.55903 2.62411 -0.80149  -0.057
C 1.22990 1.39456 0.06914  -0.517
O 1.72716 1.07730 1.09958  0.112
N -0.14010 0.87876 -0.34357  0.049
C -0.52345 -0.46131 0.02423  -0.324
C -0.31341 -1.19839 1.22279  -0.012
C -0.92813 -2.40323 1.08409  -0.087
C -1.50242 -2.42004 -0.17119  -0.073
N -1.26185 -1.16407 -0.77494  0.137
H 0.96403 3.54794 -0.53517  0.077
H 1.53504 2.05329 -2.00264  0.162
H 2.78373 2.77800 -0.55888  0.129
H -0.96026 1.55201 0.27888  0.236
H 0.17539 -0.86027 1.88382  -0.008
H -0.87039 -3.01244 1.80371  0.032
H -1.98917 -3.37958 -0.75178  0.156
H -1.48510 -1.00666 -1.52657  -0.012

Question: Look up the E_tot of the first one.
Answer: -7676.60181 a.u.